Entry from the Open Molecules 2025 dataset: C35H51InNO8 as an isolated structure (ωB97M-V with the def2-TZVPD basis set).

CARTESIAN COORDINATES (ANGSTROEM)
C: -5.470 0.385 3.025
C: -4.119 -0.177 2.592
C: -4.171 -1.633 2.125
C: -2.861 -2.385 2.349
C: -2.701 -3.606 1.451
C: -1.411 -4.382 1.706
C: -0.148 -3.586 1.331
C: 0.732 -4.283 0.290
C: 1.649 -3.322 -0.461
C: 2.790 -2.749 0.395
C: 2.554 -1.314 0.882
C: 3.488 -0.865 2.012
In: 4.062 1.250 1.833
O: 2.309 2.405 1.925
C: 2.489 3.715 2.351
C: 1.215 4.499 2.046
N: 1.358 5.958 2.208
C: 0.742 6.753 1.159
C: 1.378 6.571 -0.246
C: 0.545 5.694 -1.192
O: 2.701 6.088 -0.083
H: -6.094 0.608 2.157
H: -6.018 -0.341 3.630
H: -5.357 1.302 3.605
H: -3.400 -0.084 3.412
H: -3.722 0.435 1.776
H: -4.994 -2.148 2.634
H: -4.412 -1.673 1.057
H: -2.799 -2.705 3.396
H: -2.025 -1.696 2.187
H: -3.569 -4.263 1.591
H: -2.719 -3.285 0.402
H: -1.435 -5.305 1.117
H: -1.383 -4.678 2.760
H: -0.438 -2.610 0.929
H: 0.446 -3.381 2.226
H: 1.354 -5.035 0.792
H: 0.085 -4.812 -0.420
H: 1.040 -2.485 -0.819
H: 2.051 -3.834 -1.344
H: 2.965 -3.393 1.267
H: 3.721 -2.753 -0.182
H: 2.649 -0.653 0.009
H: 1.510 -1.221 1.204
H: 4.414 -1.446 1.967
H: 3.017 -1.077 2.977
H: 4.779 1.528 0.215
H: 5.127 1.865 3.120
H: 2.688 3.774 3.439
H: 3.320 4.241 1.855
H: 0.941 4.255 1.020
H: 0.403 4.125 2.683
H: 0.924 6.229 3.081
H: -0.342 6.554 1.053
H: 0.838 7.803 1.447
H: 1.432 7.574 -0.693
H: -0.125 5.029 -0.650
H: -0.070 6.313 -1.849
H: 1.188 5.075 -1.823
H: 2.959 5.576 -0.866
C: 1.092 -1.645 -4.500
C: 1.930 -1.879 -5.505
C: 2.151 -3.254 -6.021
O: 2.907 -3.469 -6.944
C: 1.412 -4.361 -5.360
C: 0.575 -4.128 -4.354
C: 0.340 -2.750 -3.850
O: -0.421 -2.539 -2.934
H: 0.920 -0.655 -4.097
H: 2.493 -1.094 -5.993
H: 1.602 -5.354 -5.748
H: 0.028 -4.915 -3.850
C: 7.640 -0.621 -2.664
C: 7.112 -1.121 -1.551
C: 7.152 -0.362 -0.273
O: 6.681 -0.811 0.743
C: 7.771 0.989 -0.297
C: 8.300 1.485 -1.413
C: 8.283 0.717 -2.680
O: 8.772 1.163 -3.700
H: 7.628 -1.151 -3.609
H: 6.632 -2.091 -1.510
H: 7.743 1.533 0.638
H: 8.752 2.468 -1.460
C: -8.323 -0.217 -0.645
C: -8.984 0.626 -1.433
C: -10.181 1.358 -0.946
O: -10.790 2.120 -1.665
C: -10.606 1.120 0.458
C: -9.945 0.278 1.246
C: -8.753 -0.461 0.756
O: -8.149 -1.227 1.472
H: -7.446 -0.762 -0.972
H: -8.691 0.823 -2.456
H: -11.477 1.672 0.788
H: -10.231 0.088 2.273

Summary:
DFT total energy: -2210.9037 a.u.
spin multiplicity: 1
LUMO level: -0.406 eV
gap between HOMO and LUMO: 4.17 eV
total charge: -1
relative energy (zero: lowest compared OMol25 entry of this formula, charge and spin): 0.000 eV